C36H99N9O9 | ωB97M-V/def2-TZVPD

Cartesian coordinates (Å):
C 2.273 1.487 -4.466
C 1.427 2.269 -3.444
C 0.367 3.212 -4.094
O 0.808 4.409 -4.668
C 1.339 5.344 -3.764
N 0.805 1.214 -2.663
H 1.704 0.934 -5.214
H 3.013 0.929 -3.895
H 2.840 2.159 -5.115
H 2.068 2.868 -2.797
H -0.522 3.313 -3.464
H -0.155 2.594 -4.829
H 0.536 6.055 -3.549
H 2.114 6.000 -4.159
H 1.630 4.989 -2.775
H 0.323 1.610 -1.867
H 0.135 0.751 -3.264
C 6.381 -3.068 -0.173
C 5.902 -3.680 -1.482
C 6.503 -2.992 -2.774
O 6.503 -1.633 -3.003
C 5.185 -1.269 -3.497
N 6.251 -5.083 -1.509
H 6.194 -1.997 -0.085
H 7.473 -3.091 -0.179
H 6.068 -3.555 0.751
H 4.823 -3.540 -1.569
H 6.181 -3.535 -3.665
H 7.582 -3.165 -2.717
H 4.785 -1.955 -4.245
H 5.373 -0.365 -4.078
H 4.473 -1.086 -2.694
H 5.693 -5.551 -0.808
H 7.224 -5.184 -1.251
C 3.872 3.895 -0.322
C 4.925 4.645 0.489
C 5.034 6.162 0.414
O 5.411 6.618 -0.881
C 6.107 7.849 -1.019
N 4.793 4.370 1.898
H 3.609 2.993 0.229
H 4.110 3.683 -1.364
H 2.989 4.538 -0.355
H 5.877 4.259 0.116
H 5.731 6.552 1.157
H 4.075 6.606 0.699
H 7.015 7.811 -0.415
H 5.457 8.669 -0.711
H 6.354 7.839 -2.080
H 4.061 4.936 2.306
H 4.686 3.407 2.181
C -5.367 1.362 -1.886
C -3.848 1.248 -2.221
C -3.059 2.261 -1.384
O -3.611 3.506 -1.639
C -3.095 4.469 -0.748
N -3.487 -0.179 -2.005
H -5.722 2.392 -1.943
H -5.641 1.083 -0.867
H -6.028 0.791 -2.538
H -3.624 1.467 -3.265
H -1.970 2.209 -1.485
H -3.019 1.885 -0.355
H -3.699 5.360 -0.940
H -2.136 4.926 -1.001
H -3.283 4.224 0.298
H -3.783 -0.658 -2.846
H -4.018 -0.542 -1.225
C -6.686 -1.250 3.124
C -6.378 0.201 2.758
C -5.083 0.232 1.964
O -3.958 -0.198 2.681
C -2.732 -0.365 1.946
N -7.455 0.707 1.871
H -7.561 -1.543 2.540
H -7.025 -1.265 4.159
H -5.882 -1.949 2.900
H -6.303 0.693 3.729
H -4.805 1.273 1.772
H -5.174 -0.318 1.025
H -2.241 0.587 1.741
H -3.070 -0.875 1.041
H -1.992 -1.015 2.411
H -8.327 0.265 2.128
H -7.609 1.689 2.065
C 2.323 -2.758 0.160
C 1.514 -1.545 -0.304
C 1.489 -0.444 0.791
O 0.652 0.563 0.230
C 0.261 1.642 1.153
N 2.162 -1.092 -1.520
H 3.371 -2.612 0.418
H 2.208 -3.525 -0.606
H 1.766 -3.124 1.026
H 0.503 -1.913 -0.483
H 2.510 -0.059 0.827
H 1.141 -0.836 1.748
H 1.140 2.242 1.391
H -0.262 1.293 2.043
H -0.398 2.306 0.594
H 1.603 -0.323 -1.884
H 3.061 -0.685 -1.298
C -0.513 -2.240 -3.908
C -1.361 -1.550 -5.044
C -2.704 -2.237 -5.333
O -3.684 -1.764 -4.457
C -4.936 -2.394 -4.583
N -1.493 -0.097 -4.621
H 0.478 -1.815 -3.738
H -0.315 -3.287 -4.137
H -0.995 -2.096 -2.939
H -0.704 -1.684 -5.904
H -2.616 -3.324 -5.287
H -2.924 -1.962 -6.367
H -5.514 -1.908 -3.796
H -4.897 -3.444 -4.286
H -5.432 -2.304 -5.551
H -1.727 -0.309 -3.656
H -2.449 0.080 -4.912
C -5.326 -5.523 3.426
C -3.889 -5.007 3.401
C -3.135 -5.032 2.029
O -1.708 -4.837 2.269
C -1.036 -4.754 1.017
N -3.837 -3.726 4.020
H -5.553 -5.707 4.476
H -5.626 -6.413 2.874
H -5.978 -4.729 3.058
H -3.335 -5.613 4.120
H -3.518 -4.264 1.355
H -3.233 -6.029 1.594
H 0.023 -4.546 1.159
H -1.599 -4.013 0.448
H -1.095 -5.735 0.542
H -4.295 -2.984 3.509
H -2.856 -3.530 4.166
C -0.178 0.147 5.604
C 0.699 0.708 6.741
C 2.018 0.003 6.592
O 1.728 -1.276 7.148
C 2.828 -2.144 7.288
N 0.901 2.143 6.358
H -0.984 0.840 5.353
H -0.698 -0.784 5.829
H 0.333 0.087 4.643
H 0.311 0.517 7.741
H 2.726 0.581 7.193
H 2.428 0.021 5.581
H 2.537 -2.911 8.008
H 3.709 -1.729 7.779
H 2.907 -2.635 6.317
H 0.046 2.603 6.641
H 1.689 2.586 6.810

Forces on the atoms, in the same order (eV/Å):
0.70 1.66 -0.34
-0.23 -0.13 -0.94
-0.55 -1.54 0.06
0.88 -0.44 -0.32
-1.19 1.31 0.69
-0.36 0.72 0.21
-0.33 -0.53 0.62
-0.22 -0.50 -0.30
0.16 0.34 0.16
0.20 -0.15 0.06
0.31 0.77 1.04
0.55 0.18 -0.89
-0.23 0.16 0.19
0.33 -0.68 -0.46
0.28 -0.54 -0.22
-0.21 -0.22 0.13
-0.31 -0.10 -0.01
0.89 1.16 -0.26
-0.34 1.52 -0.32
2.27 -1.83 0.87
-2.65 0.58 -0.15
1.23 1.22 -0.36
-0.40 -0.28 -0.62
-0.43 0.06 -0.05
0.21 -0.26 0.06
-0.35 -0.22 -0.24
-0.21 -0.43 0.14
-0.40 -0.18 0.09
0.20 -0.63 0.14
0.08 -0.54 0.34
-0.28 0.33 0.31
0.01 -0.16 -0.11
0.10 -0.24 0.01
0.10 -0.10 0.05
-0.84 1.15 -0.15
1.03 -0.71 -0.34
-0.10 0.98 -0.73
-0.39 -0.95 -0.07
-0.50 -1.27 0.40
0.33 0.39 0.89
0.05 -0.15 -0.29
0.33 -0.07 0.11
-0.39 -0.17 0.03
0.35 0.03 0.36
0.34 -0.41 0.09
-0.41 0.08 -0.09
0.14 0.29 0.03
0.19 0.32 -0.19
0.07 0.62 0.11
-0.13 -0.18 0.13
-0.10 0.00 -0.31
-0.14 1.20 -0.37
-1.01 -0.84 0.71
0.49 -2.09 0.07
0.83 0.30 0.88
-1.48 1.88 -0.70
0.78 0.98 -0.17
0.10 0.11 -0.24
0.55 -0.32 0.16
0.34 -0.22 -0.23
-0.34 0.08 -0.12
0.27 0.25 -1.30
-1.24 0.53 0.75
-0.46 -0.01 0.19
0.74 -1.08 0.22
0.57 -0.30 0.06
0.12 -0.34 0.20
-0.02 -0.05 0.06
-1.05 0.13 -0.11
0.10 -1.35 -0.37
1.20 1.71 -0.10
1.06 -1.37 1.80
-1.60 -0.08 -0.57
0.43 0.31 0.67
0.09 -0.36 -0.15
0.37 -0.54 0.08
-0.02 0.12 0.33
0.28 0.70 -0.32
-0.68 0.37 -0.84
-0.29 -0.09 -0.12
-0.24 0.11 -0.24
0.67 0.18 -0.55
-0.46 -0.03 0.66
-0.05 -0.13 -0.01
0.09 0.22 -0.22
-1.48 -0.41 0.57
1.93 -0.32 0.82
-0.33 -0.25 -1.77
-1.00 1.10 1.72
0.78 -0.71 -1.41
-0.97 0.10 -0.31
-0.04 0.29 -0.12
0.35 -0.01 -0.06
0.47 -0.34 0.37
-0.12 0.32 -0.27
0.19 0.04 0.58
-0.10 0.19 0.18
0.11 -0.11 0.38
0.23 -0.19 0.06
-0.16 -0.17 -0.09
0.25 0.27 -0.40
0.14 -0.01 0.22
-0.46 0.28 -0.28
2.02 -0.41 1.57
1.01 0.45 -0.54
-0.15 -0.13 -0.32
-0.26 0.07 1.19
-0.84 -2.13 -0.45
0.00 0.43 -0.51
-0.36 -0.13 0.16
-0.33 -0.46 0.06
-0.38 0.44 -0.46
0.08 -0.13 0.11
-0.54 -0.07 -0.17
-0.49 0.01 -0.30
0.23 -0.22 -0.25
0.24 0.22 -0.15
0.24 0.73 0.75
-0.10 0.95 -0.54
-0.33 0.44 -0.12
0.61 -0.84 -0.71
0.64 -0.85 1.46
-1.00 0.25 0.07
-0.73 -0.53 0.59
0.10 0.65 0.73
-0.24 0.14 -0.05
0.67 -0.13 -0.17
-0.18 0.08 0.12
0.31 -0.50 -0.47
-0.06 0.11 -0.10
-0.23 -0.03 -0.34
-0.20 0.39 0.13
0.63 0.16 -0.58
-0.06 0.00 -0.41
0.22 0.10 -0.13
-0.07 0.62 0.00
-1.50 0.38 0.19
0.41 0.76 -2.93
-0.08 0.03 1.65
0.71 0.67 0.15
-0.98 -0.84 0.23
-0.53 -0.89 0.43
-0.19 0.21 0.34
0.40 -0.20 0.08
0.52 -0.26 0.27
-0.10 0.14 -0.03
0.50 -0.38 0.40
-0.31 -0.40 -0.25
-0.33 -0.15 -0.13
0.27 0.51 -0.75
1.13 -0.05 0.05
0.14 0.52 -0.10
-0.05 -0.06 0.35

Results
SMILES = COC[C@H](C)N.COC[C@H](C)N.COC[C@H](C)N.COC[C@H](C)N.COC[C@H](C)N.COC[C@H](C)N.COC[C@H](C)N.COC[C@H](C)N.COC[C@H](C)N
Relative energy (zero: lowest compared OMol25 entry of this formula, charge and spin) = 455.93 kJ/mol
E_HOMO = -8.45 eV
Largest force on an atom = 0.0594 hartree/bohr

Atom charges from the Mulliken analysis, given in e for atoms 1 to 99: atom 1 (C): -1.302, atom 2 (C): 1.339, atom 3 (C): -0.794, atom 4 (O): -0.445, atom 5 (C): -0.565, atom 6 (N): 0.632, atom 7 (H): 0.317, atom 8 (H): 0.073, atom 9 (H): 0.468, atom 10 (H): -0.521, atom 11 (H): 0.540, atom 12 (H): 0.189, atom 13 (H): 0.323, atom 14 (H): 0.272, atom 15 (H): 0.113, atom 16 (H): -0.500, atom 17 (H): -0.266, atom 18 (C): -1.559, atom 19 (C): 0.995, atom 20 (C): -0.953, atom 21 (O): -0.424, atom 22 (C): -0.331, atom 23 (N): -0.736, atom 24 (H): 0.310, atom 25 (H): 0.452, atom 26 (H): 0.383, atom 27 (H): -0.059, atom 28 (H): 0.476, atom 29 (H): 0.350, atom 30 (H): 0.359, atom 31 (H): 0.318, atom 32 (H): -0.054, atom 33 (H): 0.269, atom 34 (H): 0.299, atom 35 (C): -0.899, atom 36 (C): 0.529, atom 37 (C): -0.851, atom 38 (O): -0.297, atom 39 (C): -0.737, atom 40 (N): -0.689, atom 41 (H): 0.038, atom 42 (H): 0.410, atom 43 (H): 0.147, atom 44 (H): 0.241, atom 45 (H): 0.422, atom 46 (H): 0.321, atom 47 (H): 0.319, atom 48 (H): 0.292, atom 49 (H): 0.230, atom 50 (H): 0.228, atom 51 (H): 0.247, atom 52 (C): -1.425, atom 53 (C): 0.926, atom 54 (C): 0.885, atom 55 (O): -0.507, atom 56 (C): -0.743, atom 57 (N): -0.181, atom 58 (H): 0.406, atom 59 (H): 0.248, atom 60 (H): 0.332, atom 61 (H): 0.170, atom 62 (H): -0.436, atom 63 (H): -0.404, atom 64 (H): 0.318, atom 65 (H): 0.237, atom 66 (H): 0.293, atom 67 (H): 0.006, atom 68 (H): 0.267, atom 69 (C): -1.038, atom 70 (C): 0.539, atom 71 (C): -0.579, atom 72 (O): -0.340, atom 73 (C): -0.165, atom 74 (N): -0.655, atom 75 (H): 0.455, atom 76 (H): 0.346, atom 77 (H): -0.302, atom 78 (H): 0.316, atom 79 (H): 0.228, atom 80 (H): 0.232, atom 81 (H): -0.180, atom 82 (H): 0.213, atom 83 (H): 0.360, atom 84 (H): 0.236, atom 85 (H): 0.246, atom 86 (C): -1.814, atom 87 (C): 0.667, atom 88 (C): -0.862, atom 89 (O): 0.186, atom 90 (C): -0.567, atom 91 (N): 0.043, atom 92 (H): 0.202, atom 93 (H): 0.434, atom 94 (H): 0.465, atom 95 (H): 0.214, atom 96 (H): 0.171, atom 97 (H): 0.349, atom 98 (H): 0.244, atom 99 (H): 0.085